# 1
{"formula": "C38H47BBrHfN7O6", "method": "the ωB97M-V functional and the def2-TZVPD basis", "species": ["Hf", "C", "C", "C", "C", "N", "N", "B", "N", "N", "C", "C", "C", "C", "C", "C", "C", "C", "N", "N", "C", "C", "C", "C", "C", "C", "C", "C", "C", "C", "C", "C", "H", "H", "H", "H", "H", "H", "H", "H", "H", "H", "H", "H", "H", "H", "H", "H", "H", "H", "H", "H", "H", "H", "H", "H", "H", "H", "H", "H", "H", "H", "H", "H", "H", "H", "H", "H", "H", "H", "H", "H", "O", "C", "O", "C", "C", "C", "C", "C", "N", "C", "O", "O", "H", "H", "H", "Br", "C", "C", "C", "C", "C", "C", "C", "O", "O", "H", "H", "H", "H"], "positions_angstrom": [[-0.0424, 0.2195, -0.2523], [-4.5654, 0.6232, 2.5932], [-3.3838, 1.3036, 1.9922], [-3.1709, 2.6440, 1.7533], [-1.8989, 2.7387, 1.1772], [-1.3724, 1.5144, 1.0752], [-2.2879, 0.6343, 1.5968], [-1.9681, -0.8634, 1.7655], [-2.0735, -1.5380, 0.3366], [-2.1172, -0.7883, -0.8175], [-2.5667, -1.6046, -1.7829], [-2.7275, -2.8937, -1.2684], [-2.3980, -2.8132, 0.0671], [-2.3705, -3.8804, 1.0993], [-2.9936, -1.1513, -3.1647], [-2.0480, -1.6849, -4.2464], [-4.3800, -1.7624, -3.4349], [-3.1303, 0.3678, -3.2318], [-0.5865, -1.0232, 2.4392], [0.5193, -0.2811, 2.0824], [1.4547, -0.5286, 3.0079], [0.9648, -1.4661, 3.9274], [-0.3237, -1.7437, 3.5500], [-1.3090, -2.6022, 4.2658], [2.7749, 0.1847, 3.2616], [3.8922, -0.8585, 3.3854], [2.6114, 0.9055, 4.6145], [3.1984, 1.2322, 2.2427], [-1.1822, 4.0186, 0.8043], [0.3247, 3.8103, 0.6778], [-1.7597, 4.5808, -0.5003], [-1.4250, 5.0350, 1.9279], [-5.3633, 1.3460, 2.7496], [-4.3157, 0.1716, 3.5534], [-4.9383, -0.1677, 1.9433], [-3.8457, 3.4471, 1.9872], [-2.7797, -1.3819, 2.4646], [-3.0795, -3.7688, -1.7851], [-2.7169, -4.8201, 0.6743], [-3.0078, -3.6258, 1.9461], [-1.3501, -4.0204, 1.4597], [-1.9238, -2.7645, -4.1498], [-1.0640, -1.2269, -4.2096], [-2.4711, -1.4777, -5.2313], [-4.3393, -2.8487, -3.5115], [-4.7623, -1.3775, -4.3817], [-5.0881, -1.4974, -2.6494], [-2.2764, 0.8921, -2.8201], [-4.0006, 0.6921, -2.6588], [-3.2707, 0.6838, -4.2671], [1.4689, -1.8523, 4.7944], [-0.8398, -2.9932, 5.1669], [-1.6369, -3.4459, 3.6631], [-2.1926, -2.0377, 4.5613], [3.7080, -1.5543, 4.2039], [4.8412, -0.3564, 3.5806], [3.9988, -1.4395, 2.4694], [2.3440, 0.2170, 5.4146], [1.8350, 1.6699, 4.5509], [3.5489, 1.3942, 4.8845], [3.6067, 0.7762, 1.3493], [3.9875, 1.8386, 2.6930], [2.3854, 1.8915, 1.9530], [0.6009, 3.2019, -0.1790], [0.7351, 3.3602, 1.5827], [0.8037, 4.7823, 0.5454], [-1.5848, 3.9058, -1.3327], [-1.2828, 5.5362, -0.7274], [-2.8335, 4.7541, -0.4055], [-1.0497, 4.6627, 2.8825], [-2.4823, 5.2728, 2.0458], [-0.9037, 5.9644, 1.6951], [1.3860, -3.6410, -1.3494], [1.0377, -2.4842, -1.3149], [0.5748, -1.8358, -0.2838], [1.1313, -1.5974, -2.5385], [1.8095, -1.8951, -3.7071], [1.8854, -0.9110, -4.6867], [1.2901, 0.3283, -4.4854], [0.6239, 0.5347, -3.2886], [0.5577, -0.4148, -2.3689], [-0.0413, 1.8211, -2.8569], [-0.1697, 2.7582, -3.6020], [-0.4791, 1.7448, -1.6212], [2.2798, -2.8614, -3.8161], [2.4256, -1.1049, -5.6041], [1.3395, 1.1295, -5.2078], [4.7406, -3.6680, 0.0745], [4.7918, -2.0437, -0.8897], [5.7902, -1.8337, -1.8278], [5.8234, -0.6353, -2.5288], [4.8683, 0.3399, -2.2936], [3.8700, 0.1136, -1.3510], [3.8273, -1.0825, -0.6444], [2.8071, 1.1548, -1.1607], [2.7757, 2.1906, -1.7854], [1.8808, 0.8108, -0.2886], [6.5337, -2.5979, -2.0071], [6.6030, -0.4680, -3.2602], [4.8726, 1.2784, -2.8308], [3.0404, -1.2630, 0.0753]], "forces_ev_per_a": [[0.707, -0.180, -0.089], [-0.035, 0.020, 0.022], [0.047, -0.188, 0.034], [0.048, -0.040, -0.054], [0.104, 0.089, -0.010], [-0.346, -0.140, -0.010], [-0.050, 0.122, 0.135], [-0.041, -0.015, -0.129], [0.120, 0.145, 0.154], [-0.165, 0.048, 0.214], [0.080, 0.070, -0.041], [-0.020, 0.020, 0.030], [0.061, 0.026, 0.096], [-0.021, -0.052, -0.021], [-0.017, -0.055, 0.028], [0.006, -0.016, -0.005], [-0.019, 0.040, -0.030], [-0.065, 0.032, -0.036], [-0.012, -0.111, -0.008], [-0.252, -0.124, -0.063], [0.013, 0.152, -0.100], [-0.080, -0.014, -0.047], [-0.012, 0.115, -0.012], [-0.011, -0.052, 0.058], [-0.029, -0.039, 0.050], [0.023, -0.003, 0.034], [0.009, 0.005, 0.008], [0.058, 0.022, 0.023], [-0.032, -0.050, 0.014], [0.076, 0.071, -0.023], [-0.016, 0.017, 0.003], [-0.018, 0.038, 0.059], [0.004, 0.009, 0.004], [0.002, 0.000, 0.020], [-0.004, -0.008, -0.022], [-0.028, 0.034, -0.008], [-0.059, -0.009, 0.031], [0.002, -0.034, -0.018], [0.006, 0.007, -0.013], [-0.013, 0.004, 0.009], [0.012, -0.005, 0.010], [0.015, -0.027, -0.006], [0.073, 0.065, 0.046], [-0.003, -0.002, -0.006], [0.014, -0.031, 0.017], [-0.005, 0.013, -0.022], [-0.003, 0.004, 0.030], [0.079, -0.014, -0.014], [-0.005, 0.017, 0.027], [-0.004, -0.006, 0.002], [0.019, -0.025, 0.038], [0.001, -0.007, -0.006], [0.001, -0.007, 0.007], [-0.012, 0.014, -0.005], [-0.011, -0.021, 0.017], [0.023, 0.018, 0.007], [-0.012, -0.016, -0.068], [-0.004, -0.016, 0.015], [-0.022, 0.012, -0.007], [0.022, 0.006, -0.005], [0.014, -0.043, -0.083], [0.000, 0.013, -0.034], [-0.078, 0.042, 0.005], [-0.013, -0.011, -0.029], [-0.006, -0.028, 0.062], [0.021, -0.005, -0.015], [0.022, -0.056, -0.061], [0.016, 0.007, -0.003], [-0.017, -0.005, 0.014], [0.006, -0.007, 0.027], [-0.024, -0.014, -0.013], [0.019, 0.004, -0.015], [0.007, 0.022, -0.033], [-0.085, -0.063, 0.038], [-0.058, 0.194, -0.033], [0.165, -0.121, -0.213], [-0.092, 0.015, 0.050], [0.004, 0.018, -0.024], [-0.117, -0.045, 0.141], [0.164, 0.091, -0.329], [0.051, 0.094, 0.210], [-0.097, 0.101, 0.132], [0.020, -0.035, -0.050], [0.123, -0.101, 0.005], [-0.003, -0.034, 0.012], [0.005, -0.009, -0.002], [0.003, 0.015, -0.014], [0.007, -0.018, 0.024], [0.023, 0.006, -0.012], [0.004, -0.006, -0.008], [-0.012, 0.012, 0.003], [-0.048, -0.035, 0.051], [0.093, 0.126, -0.186], [0.011, -0.021, 0.032], [-0.171, 0.056, -0.072], [0.171, -0.085, 0.028], [-0.347, 0.002, 0.001], [0.002, -0.013, 0.009], [0.007, 0.001, -0.005], [-0.007, 0.013, -0.001], [0.022, -0.003, 0.030]], "orbital_gap_ev": 8.853, "lumo_ha": -0.0076, "total_energy_ha": -4958.2914, "homo_energy_ev": -9.060, "e_above_lowest_kj_mol": 10.19}


# 2
{"formula": "C38H47F8I2NO27", "method": "the ωB97M-V functional and the def2-TZVPD basis", "species": ["C", "C", "C", "C", "N", "C", "C", "O", "C", "C", "C", "C", "O", "O", "C", "C", "I", "C", "C", "I", "H", "H", "H", "H", "H", "H", "H", "H", "H", "H", "H", "H", "H", "H", "H", "H", "H", "H", "H", "H", "H", "H", "H", "C", "C", "O", "C", "O", "O", "F", "H", "H", "H", "C", "C", "O", "C", "O", "O", "F", "H", "H", "H", "C", "C", "O", "C", "O", "O", "F", "H", "H", "H", "C", "C", "O", "C", "O", "O", "F", "H", "H", "H", "C", "C", "O", "C", "O", "O", "F", "H", "H", "H", "C", "C", "O", "C", "O", "O", "F", "H", "H", "H", "C", "C", "O", "C", "O", "O", "F", "H", "H", "H", "C", "C", "O", "C", "O", "O", "F", "H", "H", "H"], "positions_angstrom": [[0.1674, 1.4023, -1.8580], [0.5697, 1.2900, -3.3395], [0.0785, 2.4114, -4.2612], [-1.3229, 2.9318, -3.9484], [-2.2944, 1.8763, -4.3028], [-3.5538, 1.9340, -3.5757], [-4.2118, 0.5735, -3.8807], [-4.2786, 0.1930, -5.2163], [-5.5810, -0.1593, -5.6344], [-5.9152, -1.5815, -5.2095], [-7.3585, -1.9334, -5.5593], [-3.3294, -0.2770, -2.9699], [-2.6051, -1.2046, -3.1804], [-3.5025, 0.3474, -1.7411], [-3.3729, 1.7616, -2.0492], [-4.0733, 2.6983, -1.0999], [-2.7528, 4.0598, -0.1525], [-5.3725, 2.7124, -0.8258], [-6.3544, 1.7937, -1.5050], [-6.2779, 4.0133, 0.5696], [-0.6912, 0.7567, -1.6835], [-0.0617, 2.4093, -1.5286], [0.9542, 1.0011, -1.2301], [1.6547, 1.2289, -3.3749], [0.2087, 0.3398, -3.7195], [-0.0148, 1.9721, -5.2546], [0.7923, 3.2237, -4.3646], [-1.4210, 3.2551, -2.9193], [-1.4620, 3.8197, -4.5705], [-2.5351, 2.0368, -5.2718], [-4.1954, 2.7813, -3.8212], [-5.1907, 0.4376, -3.4300], [-5.6274, -0.1144, -6.7198], [-6.3424, 0.5375, -5.2782], [-5.7797, -1.6197, -4.1259], [-5.1909, -2.2668, -5.6364], [-7.9795, -1.0588, -5.3802], [-7.7325, -2.7544, -4.9627], [-7.4406, -2.1681, -6.6153], [-2.3281, 1.9579, -1.8382], [-6.2089, 1.8630, -2.5748], [-7.3675, 2.1212, -1.3121], [-6.2628, 0.7785, -1.1329], [-2.7896, -4.6330, -4.4925], [-3.9975, -5.2588, -5.1513], [-3.5377, -6.5575, -5.4663], [-2.5703, -6.8799, -4.5542], [-2.1547, -7.9687, -4.3701], [-2.1628, -5.7688, -3.8880], [-4.3372, -4.6113, -6.2951], [-2.1165, -4.1918, -5.2287], [-3.0429, -3.8842, -3.7459], [-4.8767, -5.3319, -4.5081], [1.8470, -0.1694, 3.0615], [0.8149, 0.1032, 1.9975], [1.4119, 1.1582, 1.2546], [2.7635, 1.0166, 1.3768], [3.5604, 1.5496, 0.6799], [3.0645, 0.1641, 2.3804], [-0.3591, 0.5353, 2.5203], [1.7239, 0.4779, 3.9282], [1.8549, -1.2050, 3.3825], [0.6198, -0.7399, 1.3317], [-4.4387, -2.0975, -0.1897], [-5.9151, -2.2220, 0.0928], [-6.0919, -3.6203, 0.1960], [-4.9042, -4.1489, 0.6287], [-4.7716, -5.2401, 1.0571], [-3.9088, -3.2360, 0.4977], [-6.6689, -1.7510, -0.9394], [-4.2239, -2.1837, -1.2551], [-4.0063, -1.1761, 0.1868], [-6.2440, -1.7460, 1.0181], [3.9741, 2.0040, 7.4951], [3.5735, 2.1561, 6.0470], [2.2593, 2.6793, 6.1488], [2.1890, 3.3686, 7.3203], [1.3282, 4.1327, 7.6003], [3.2394, 3.0666, 8.1153], [3.5260, 0.9657, 5.4009], [3.6465, 1.0477, 7.9045], [5.0413, 2.1207, 7.6610], [4.1941, 2.8471, 5.4746], [0.4686, 6.5183, 9.4454], [0.2404, 5.9226, 10.8121], [-0.4543, 6.9557, 11.4886], [-1.1311, 7.6757, 10.5447], [-1.9993, 8.4429, 10.7800], [-0.6740, 7.3762, 9.3058], [1.4049, 5.6703, 11.4627], [1.3789, 7.1197, 9.4183], [0.5035, 5.7733, 8.6561], [-0.3695, 5.0178, 10.8142], [2.3926, -2.3686, -1.1490], [3.8462, -2.7656, -1.0566], [4.1343, -2.5588, 0.3171], [2.9760, -2.7311, 1.0049], [2.9036, -2.8498, 2.1804], [1.9134, -2.7130, 0.1615], [4.6395, -1.9504, -1.7931], [2.2795, -1.2942, -1.3056], [1.8462, -2.9038, -1.9202], [4.0591, -3.8039, -1.3163], [7.3883, -4.7931, 0.6995], [8.0857, -3.5021, 0.3465], [8.1482, -3.5646, -1.0745], [7.0872, -4.3107, -1.4864], [6.6746, -4.3479, -2.5942], [6.5420, -4.9834, -0.4411], [9.3501, -3.4504, 0.8389], [8.0876, -5.6263, 0.7820], [6.7993, -4.7236, 1.6100], [7.5402, -2.6080, 0.6554], [8.3848, 0.6769, -0.2006], [7.1155, 0.4718, 0.5926], [7.1940, 1.4883, 1.5680], [7.9252, 2.5119, 1.0309], [7.9757, 3.6056, 1.4704], [8.5786, 2.0887, -0.0820], [7.0963, -0.7413, 1.2186], [9.2298, 0.1529, 0.2500], [8.2927, 0.3818, -1.2427], [6.1954, 0.5881, 0.0184]], "forces_ev_per_a": [[0.014, -0.622, -0.437], [0.133, 0.196, 0.425], [-0.334, -0.465, -0.111], [0.494, -0.029, -0.756], [0.020, 1.020, 0.759], [-0.949, -0.960, -0.091], [0.038, -0.682, -0.256], [0.556, 0.640, -0.208], [-0.207, -0.851, -0.421], [-0.278, 0.377, 0.530], [0.456, 0.313, -0.119], [0.124, -0.061, -0.297], [-0.882, 0.232, 0.483], [0.374, -0.231, -0.248], [1.328, 0.668, 0.371], [-0.284, 0.355, 0.455], [-0.115, -0.291, -0.242], [-0.282, 0.061, 0.136], [-0.130, 0.463, 0.271], [0.208, -0.248, -0.226], [-0.259, 0.114, 0.169], [0.101, 0.173, 0.104], [0.180, 0.139, 0.187], [0.173, 0.120, -0.250], [-0.129, -0.152, -0.063], [0.190, 0.083, -0.250], [0.075, 0.201, 0.312], [-0.070, -0.039, 0.168], [-0.257, 0.182, 0.070], [0.068, -0.472, -0.223], [-0.064, 0.175, 0.052], [-0.234, 0.400, 0.090], [0.316, 0.204, -0.172], [0.037, 0.183, 0.282], [-0.051, -0.165, 0.157], [0.060, -0.113, -0.170], [-0.267, 0.005, 0.118], [-0.106, -0.220, 0.002], [-0.120, -0.177, -0.149], [0.112, -0.095, -0.177], [0.015, -0.252, -0.216], [-0.173, 0.001, 0.045], [0.103, -0.227, -0.173], [0.041, 0.192, 0.247], [0.209, 0.025, -0.217], [-0.131, 0.052, 0.327], [0.128, 0.096, -0.024], [0.068, -0.140, -0.041], [-0.163, -0.008, -0.140], [-0.041, -0.086, -0.031], [-0.100, -0.014, -0.108], [0.090, -0.101, 0.107], [-0.087, 0.060, -0.107], [-0.011, -0.246, 0.303], [-0.158, 0.262, 0.122], [0.199, -0.300, -0.057], [-0.084, -0.030, 0.170], [0.144, 0.097, -0.145], [-0.151, 0.067, -0.095], [0.055, 0.040, -0.078], [-0.139, 0.144, -0.114], [0.227, -0.034, -0.115], [-0.130, 0.019, 0.025], [0.255, 0.171, 0.151], [-0.043, -0.215, -0.254], [0.085, 0.191, 0.274], [0.131, -0.021, -0.108], [-0.020, -0.138, -0.005], [-0.253, 0.046, -0.039], [-0.011, -0.035, 0.020], [-0.115, -0.026, -0.031], [0.136, -0.111, 0.105], [-0.115, 0.084, -0.079], [0.224, -0.016, 0.180], [-0.119, -0.184, -0.026], [0.230, 0.238, 0.012], [-0.026, -0.091, 0.079], [-0.072, -0.096, -0.035], [0.005, -0.071, -0.165], [-0.026, 0.043, 0.056], [-0.061, -0.040, -0.127], [-0.047, 0.195, 0.082], [0.012, -0.092, -0.103], [-0.035, -0.076, -0.362], [0.199, 0.218, 0.158], [-0.199, -0.225, -0.185], [0.084, 0.079, -0.063], [-0.051, 0.113, 0.060], [0.091, -0.102, 0.170], [-0.061, 0.022, 0.022], [0.023, -0.025, 0.163], [-0.203, 0.195, 0.033], [0.096, -0.069, 0.067], [-0.239, -0.035, -0.092], [0.201, 0.237, -0.149], [-0.100, -0.372, -0.019], [0.005, 0.289, -0.032], [-0.043, -0.168, 0.108], [0.171, 0.028, -0.055], [0.030, -0.010, 0.098], [0.144, 0.026, -0.009], [-0.105, -0.126, 0.179], [0.093, 0.049, -0.103], [-0.149, -0.136, 0.189], [0.231, -0.087, 0.013], [-0.318, 0.102, 0.247], [-0.011, 0.009, -0.030], [-0.031, -0.065, -0.132], [0.115, 0.074, 0.037], [-0.063, 0.024, -0.080], [0.106, 0.082, -0.056], [-0.172, 0.013, -0.126], [0.241, -0.182, -0.090], [0.126, -0.058, -0.242], [-0.004, -0.030, 0.172], [-0.073, 0.122, -0.286], [0.092, -0.126, -0.015], [0.038, 0.147, 0.129], [-0.131, -0.106, 0.098], [-0.052, 0.278, 0.081], [-0.082, -0.056, 0.100], [-0.007, 0.199, -0.039], [-0.082, -0.137, 0.095]], "orbital_gap_ev": 9.056, "lumo_ha": -0.0151, "total_energy_ha": -4956.8037, "homo_energy_ev": -9.468}